[1]
The following is a DFT calculation (the ωB97M-V functional and the def2-TZVPD basis) of a 2-piece molecular cluster, C38H42BF3O4 overall.

Structure (XYZ):
```
88
C38H42BF3O4 | OMol25 | the ωB97M-V functional and the def2-TZVPD basis
F 2.4147 2.8025 -6.1224
F 3.2721 2.8871 -4.0944
F 3.3906 1.0081 -5.2655
O 5.5064 -4.1460 2.9873
O -3.5060 1.5263 -2.3042
O -3.6301 -0.1765 -3.9150
O 0.5818 2.9922 7.0910
C -5.7265 2.3958 -2.2260
C 2.5772 2.0849 -4.9651
C 0.5471 0.6386 -5.0779
C 3.6809 1.1596 -1.5394
C -0.7469 0.3318 -4.6692
C 3.3020 -0.0788 -2.0461
C 4.4744 -3.2872 2.7850
C 1.3674 -0.0854 5.3069
C -5.9337 -0.7696 -3.8938
C -0.0408 2.3092 4.9157
C 0.8567 0.2246 4.0381
C 0.5772 2.0175 6.1543
C 0.7320 2.2070 -3.2577
C 0.0955 1.4137 3.8860
C 0.2509 -0.5761 1.8524
C 0.5053 -1.1124 0.4851
C 3.2521 -3.7036 2.1926
C 2.2931 -0.8252 -1.4067
C -5.1309 1.3330 -4.9979
C 3.5101 -1.1327 3.2408
C -0.8089 -1.0896 -0.2133
C 1.2446 2.6958 8.3475
C -4.8959 1.1320 -2.3822
C 2.1144 -2.9461 2.4330
C 5.2343 -5.5485 2.7568
C -0.5505 1.8733 -2.8227
C -1.3470 1.0032 -3.5972
C 2.2375 -1.6248 2.8955
C 1.2585 1.6135 -4.3924
C 4.6249 -1.9469 3.2228
C 2.9892 1.6942 -0.4550
C 1.0655 -0.7076 2.9289
C 1.2521 0.7855 6.3593
C -1.0310 -2.3002 -1.0787
C 1.9510 0.9653 0.1392
C -4.9613 0.3863 -3.7953
C 1.6370 -0.3338 -0.2656
C -5.2181 0.2014 -1.1945
B -2.8646 0.8329 -3.3195
H -0.3372 -2.3047 -1.9236
H 0.7440 1.8551 8.8547
H 3.2037 -4.6451 1.6352
H -5.6751 2.7520 -1.1841
H 1.8743 -1.0413 5.4634
H 3.1965 2.7073 -0.0995
H -4.4569 2.1958 -4.9429
H -0.8050 -3.2106 -0.4997
H 1.3398 1.4435 0.8964
H 1.9978 -1.7780 -1.8488
H -6.9657 -0.4115 -3.9910
H -6.1599 1.6814 -5.1090
H -0.9192 2.3085 -1.9168
H 0.8363 -2.1320 0.6339
H -0.8969 -0.1885 -0.8463
H 1.7522 0.5544 7.3012
H 1.1230 -3.3799 2.2558
H 5.5986 -1.5877 3.5586
H -4.5884 -0.7071 -1.1889
H -5.8802 -1.4349 -3.0220
H -0.3748 1.6647 2.9378
H -1.6423 -1.0192 0.5152
H -6.2804 -0.1051 -1.2125
H 1.1605 3.6105 8.9404
H -1.2885 -0.4342 -5.1931
H 2.3067 2.4450 8.1870
H 6.0886 -6.0680 3.1817
H 3.6091 -0.0774 3.5187
H -5.3460 3.1960 -2.8704
H -0.5466 3.2659 4.8024
H -5.6938 -1.3650 -4.7860
H -5.0621 0.7221 -0.2304
H -4.8603 0.7741 -5.9015
H -6.7833 2.1956 -2.4564
H 3.7702 -0.4392 -2.9736
H 5.1502 -5.7526 1.6797
H -0.6832 -0.0236 1.9716
H 1.3207 2.9389 -2.7066
H 4.3116 -5.8698 3.2634
H 0.9910 0.1559 -5.9478
H -2.0425 -2.3336 -1.4912
H 4.5093 1.7180 -1.9754
```

As for the SMILES: CC[C@H](C=C(c1ccc(OC)cc1)c1ccc(OC)cc1)c1ccccc1.CC1(C)OB(c2ccc(C(F)(F)F)cc2)OC1(C)C. The LUMO energy comes out at 0.0175 Ha. As for the HOMO energy: -7.38 eV.

[2]
The following is a DFT calculation (the ωB97M-V functional and the def2-TZVPD basis) of a 15-piece molecular cluster, C38H42Br2Cl57FN4O6P overall.

Structure (XYZ):
```
151
C38H42Br2Cl57FN4O6P | OMol25 | the ωB97M-V functional and the def2-TZVPD basis
Br 3.8477 2.2063 0.3489
Br -0.5340 1.9940 1.2315
Cl 4.6652 0.5423 3.8204
Cl -8.9581 3.3534 9.1687
Cl 12.4959 -4.3909 -1.5975
Cl -6.2980 9.3529 4.1331
Cl 14.7107 -3.3196 1.2669
Cl -9.1027 3.8150 14.9630
Cl 4.2303 2.0179 -12.0408
Cl 3.6858 1.5724 -9.2393
Cl -4.6306 7.5476 2.6112
Cl 3.0703 -0.4821 -11.1790
Cl 1.9170 0.6066 6.3211
Cl 14.6230 -5.8439 2.6663
Cl 6.5421 -1.1377 -1.1195
Cl 12.4014 -1.7853 -2.8747
Cl -0.7071 -0.5861 6.1669
Cl -9.1650 0.2851 6.2614
Cl 11.2614 -4.0949 -4.1880
Cl -5.4974 5.2823 0.1152
Cl -7.0976 -2.6822 -0.4841
Cl 0.9518 -0.4453 3.8043
Cl -3.1725 -1.0225 -0.6679
Cl -2.7261 8.5951 9.6229
Cl 9.9871 -2.9890 -1.8419
Cl 7.0645 -0.1974 2.3894
Cl -6.6600 -0.1232 0.7922
Cl -5.8211 3.8408 2.5891
Cl -4.2828 9.0563 7.2331
Cl -9.2279 2.0099 11.7125
Cl -5.5179 6.8090 5.2574
Cl -4.4589 6.5182 8.6059
Cl -11.3792 1.9020 9.7873
Cl 1.5026 1.9437 -11.0984
Cl -7.3137 1.5539 15.1172
Cl -8.5613 -1.9785 1.9088
Cl -8.2675 -2.2112 7.4253
Cl 17.7372 -2.0362 -2.9107
Cl -6.8637 3.8683 16.7877
Cl -7.4131 6.9052 3.0797
Cl 6.5328 2.5828 2.9769
Cl 16.4484 -3.7761 3.5260
Cl 7.3266 1.4961 -0.2273
Cl -10.2093 -2.2261 5.2856
Cl 15.0916 -2.1806 -1.7549
Cl 17.4370 -2.3047 -0.0521
Cl -5.5931 8.8918 9.8007
Cl 8.7885 0.1964 -2.3474
Cl -6.4115 4.0328 13.9388
Cl -7.4700 -1.4888 4.7447
Cl -5.7289 -2.5481 2.0593
Cl -5.5368 2.4076 0.0939
Cl 13.6058 -3.4540 3.9338
Cl 7.2413 0.7651 5.1067
Cl 1.6465 -2.2444 5.9571
Cl -7.9618 3.8798 0.6547
Cl 6.1073 1.1611 -2.8287
Cl 16.7844 -4.5218 -1.7866
Cl -8.9254 0.4682 9.2829
P 2.4227 -1.7063 -1.7016
F -2.7994 5.2408 -1.2697
O 1.7824 -0.1256 0.8692
O -1.4129 -1.5027 -8.6298
O -2.4084 -4.3402 -1.1558
O 1.6246 3.0062 -0.8568
O -0.7163 -1.5009 -2.2854
O -0.7266 -2.5528 0.1035
N 1.9184 -3.1739 -1.7340
N -0.5420 -1.9878 -6.6323
N 1.2041 -0.3239 -1.4816
N -2.1054 -2.2449 -4.0605
C 0.9523 -0.6681 5.5755
C 6.3792 0.9211 3.5747
C 0.7814 -0.4519 -0.0484
C 0.1789 0.0232 -3.8706
C -8.7787 -1.4086 5.9314
C 7.1985 0.4324 -1.6291
C 14.8466 -4.0981 2.8480
C -4.6538 -0.2068 -2.9509
C 1.2067 -0.7807 -4.6997
C -0.5058 0.5028 -0.0813
C -0.4429 -1.4912 -7.9493
C 2.2737 2.0641 -0.8592
C 0.8402 -0.9046 -8.5262
C -5.9651 7.6545 3.7699
C -9.6225 1.9318 9.9905
C 0.3404 -1.8009 0.6016
C -0.9029 2.1261 -2.2501
C -2.5596 0.4831 -1.4661
C -4.2651 8.2680 8.8153
C 3.1221 1.2637 -10.8922
C -2.7962 3.8605 -1.5586
C -0.6065 -3.9597 0.3658
C -6.2077 3.8601 0.8642
C 2.2307 0.7848 -1.7055
C 11.5407 -3.3195 -2.6244
C 1.2106 -2.3077 -4.8093
C -2.0072 -4.5486 0.1809
C -1.3164 3.4863 -1.6487
C -4.2903 -4.4708 -2.7258
C 0.6065 -2.8026 -6.1788
C -3.3812 0.6488 -2.8082
C -0.0250 -0.2563 -2.3586
C 16.7649 -2.7606 -1.6238
C -7.4225 3.3182 15.2031
C -3.8248 -4.4613 -1.2661
C -1.0367 0.7438 -1.5503
C -1.4572 -1.9886 -3.2001
C -7.0165 -1.8349 1.0687
H -5.1635 0.1610 -3.8588
H -4.4583 -1.2623 -3.1590
H 0.7406 -2.9094 -4.0300
H 1.4327 -2.8646 -6.8946
H 0.2580 -3.8305 -6.0131
H -0.2259 -4.1271 1.3838
H -1.3521 -2.6012 -6.6421
H 2.2325 1.1132 -2.7544
H 1.4075 0.1902 1.7143
H -3.3297 3.4043 -0.7069
H -0.7802 3.8106 -0.7549
H -1.3091 2.1130 -3.2703
H -3.3474 3.7776 -2.5011
H 1.3611 -0.1996 -7.8670
H 2.2172 -0.4368 -4.4154
H -2.9557 1.2641 -0.8037
H -5.3843 -0.0691 -2.1460
H 0.6085 1.0341 -4.0004
H 1.2273 -2.4585 0.6754
H -0.7758 0.2090 -4.3737
H -4.2782 -3.5903 -0.7650
H -4.1455 -5.4135 -0.8121
H 0.1070 -1.5726 1.6542
H -4.3214 -5.4738 -3.1664
H 0.6383 -0.4850 -9.5105
H 0.9003 -3.1750 -1.6585
H 2.2574 -2.6519 -4.8449
H 3.2570 0.3920 -1.6212
H 3.2350 -1.4493 -2.8425
H 0.1658 2.2746 -2.4643
H -5.3050 -4.0538 -2.7846
H -0.9376 4.2135 -2.3924
H 3.3206 -1.5466 -0.6097
H -1.9192 -5.6344 0.3557
H 1.5301 -1.7460 -8.7071
H -3.6565 -3.8462 -3.3676
H -2.6997 -4.0638 0.8875
H -1.1473 -0.1156 0.5489
H -3.7009 1.6882 -2.9551
H 1.1142 -0.3892 -5.7239
H 0.0400 -4.4212 -0.3953
H -2.7613 0.4240 -3.6892
```

The LUMO energy comes out at -0.1107 Ha. The charge is +1. As for the HOMO energy: -11.48 eV.

[3]
The following is a DFT calculation (the ωB97M-V functional and the def2-TZVPD basis) of C38H42CaGe as an isolated structure.

Structure (XYZ):
```
82
C38H42CaGe | OMol25 | the ωB97M-V functional and the def2-TZVPD basis
Ge -1.4733 0.9928 -0.6795
Ca 1.3443 0.3164 0.0052
C -3.2920 0.5771 -3.0197
C 3.4523 0.9856 1.3561
C 1.3426 -5.6285 -1.0115
C 2.8393 -6.9206 0.3701
C 4.2841 -0.1516 1.8755
C -3.4341 0.4473 3.7125
C 1.9753 -6.8328 -0.7097
C -1.5626 0.8732 2.2678
C 4.6616 1.3851 -0.9114
C 2.4322 -4.5969 0.8421
C -2.7701 0.0188 -1.8505
C 0.8048 3.6491 1.6162
C -2.6445 5.5393 -1.7870
C -3.7035 0.4467 1.3168
C -1.2898 3.5714 -2.0687
C 2.4955 3.7305 -1.0120
C 1.8776 -1.9733 -0.4205
C 3.0655 -5.7892 1.1481
C -1.9998 2.8846 -1.0780
C 1.5579 -4.4877 -0.2438
C -3.3583 4.8813 -0.7932
C 0.8867 -3.1401 -0.4995
C -3.1440 -1.2960 -1.5517
C 2.3959 1.6128 2.0691
C -4.4973 -1.4466 -3.5360
C -4.2423 0.3064 2.5904
C -1.6058 4.8777 -2.4279
C 1.8920 2.6707 1.2689
C 3.6019 1.6540 0.1181
C -2.3472 0.7281 1.1197
C -2.0872 0.7364 3.5486
C 1.9657 1.2302 3.4583
C -3.9955 -2.0221 -2.3755
C 0.2000 -3.1000 -1.8713
C -0.1966 -2.9549 0.5792
C -4.1422 -0.1426 -3.8536
C 2.6338 2.6906 0.0613
C -3.0395 3.5723 -0.4484
H -4.2648 -3.0384 -2.1120
H 2.8097 1.2515 4.1541
H -4.1674 5.3908 -0.2822
H 1.2093 1.9160 3.8434
H 0.2501 -2.9413 1.5757
H 1.7889 -7.7036 -1.3272
H -2.8927 6.5591 -2.0557
H 3.3351 -7.8548 0.6034
H -0.9456 -3.7534 0.5477
H 0.9116 -3.2989 -2.6761
H 5.5059 2.0765 -0.8174
H -1.4432 0.8531 4.4126
H -4.5321 0.3207 -4.7530
H -2.7667 -1.7687 -0.6504
H 5.0604 0.3738 -0.8163
H -0.5073 1.1266 2.1811
H -4.3521 0.3228 0.4552
H 2.6206 -3.7114 1.4393
H 4.2855 1.4846 -1.9332
H -0.7184 -2.0027 0.4340
H 0.6766 -5.5861 -1.8633
H -5.1588 -2.0089 -4.1841
H -3.6104 3.0828 0.3351
H -3.0409 1.5987 -3.2865
H 1.5396 0.2220 3.5206
H -0.6216 -3.8221 -1.9435
H 2.9147 3.3879 -1.9611
H 1.4505 3.9943 -1.1923
H 2.8293 -2.3200 -0.8591
H 3.0179 4.6571 -0.7479
H -0.0805 3.5455 0.9810
H 3.7424 -5.8364 1.9930
H -5.2964 0.0823 2.7086
H -3.8515 0.3310 4.7055
H 1.1540 4.6801 1.5048
H -0.2295 -2.1099 -2.0360
H 4.7356 -0.7261 1.0655
H 3.6884 -0.8571 2.4596
H 0.4708 3.5292 2.6481
H 5.0958 0.2003 2.5231
H -0.4617 3.0771 -2.5687
H -1.0345 5.3805 -3.1997
```

The LUMO energy (spin up / spin down) comes out at 0.1025 / 0.1014 Ha. The charge is -1. Its multiplicity is 2. As for the HOMO energy (spin up / spin down): -3.98 / -4.55 eV.

[4]
The following is a DFT calculation (the ωB97M-V functional and the def2-TZVPD basis) of C38H42Cl2N4O3RuS2 as an isolated structure.

Structure (XYZ):
```
92
C38H42Cl2N4O3RuS2 | OMol25 | the ωB97M-V functional and the def2-TZVPD basis
Ru 0.2278 -0.4142 1.2954
Cl -1.6352 -3.3908 -4.3772
Cl -3.4780 -4.3509 0.6226
S -0.3228 0.2533 -0.7610
S 0.4323 1.7214 1.9727
O 1.9588 -1.7089 0.2727
O -0.0769 -2.4469 0.5488
O 1.2490 -0.8382 3.0812
N 2.2489 -1.6822 4.8695
N -0.3065 3.9648 0.7112
N -1.3485 -4.1404 -1.5760
N -0.5414 2.7343 -1.7715
C 0.7867 2.3774 -3.8078
C -0.8735 4.7055 -0.4127
C -3.7537 -4.0961 -1.0656
C 1.3843 -3.7745 -0.8004
C 1.1222 -6.0078 0.2895
C 2.4067 7.7028 1.8388
C -1.3175 -2.4110 3.5920
C 3.5912 -1.3860 2.8736
C 1.2742 6.9263 2.0431
C -2.6913 -3.9824 -1.9616
C -0.1118 2.6462 0.5792
C -1.5339 -6.3040 -0.5591
C 3.5232 7.1517 1.2298
C -1.8196 -0.9949 3.3609
C -5.2992 -3.5974 -2.8319
C -0.9429 -7.2986 0.1653
C -1.7233 -0.5501 1.9103
C 2.2869 -1.2892 3.6019
C -0.5419 2.1637 -3.1248
C 3.2540 2.8330 -5.0103
C 3.1471 1.9247 -3.9638
C 0.3804 -7.1487 0.6061
C 1.2567 5.5953 1.6479
C -0.7961 -5.1248 -0.8585
C 3.5079 5.8224 0.8276
C 0.8993 3.2813 -4.8548
C 2.1300 3.5076 -5.4580
C 1.0899 -2.5762 0.0723
C 0.5770 -4.9881 -0.4523
C 2.3797 5.0456 1.0381
C -5.0547 -3.9211 -1.5071
C 1.9195 1.6955 -3.3653
C -4.2520 -3.4197 -3.7250
C 0.0260 4.7591 1.8961
C -0.3354 2.0132 -0.6606
C -0.2968 4.1733 -1.6999
C -2.9574 -3.6074 -3.2827
C -3.2908 -0.8774 3.7802
H -0.6168 5.7569 -0.2919
H 3.5121 -0.9001 1.9071
H 0.4008 7.3607 2.5120
H 2.4111 8.7377 2.1487
H 0.1389 4.0932 2.7500
H -3.9049 -1.5961 3.2336
H 3.8468 -2.4355 2.7227
H 3.0793 -1.9952 5.3434
H 0.0216 3.8066 -5.2102
H -1.2441 -0.2995 3.9820
H -2.1561 -1.2707 1.2103
H -0.7972 1.1071 -3.0513
H -1.9809 -3.1245 3.1030
H -2.1595 0.4366 1.7585
H 4.4037 7.7569 1.0664
H -1.4852 -8.2071 0.3808
H 2.2099 4.2104 -6.2754
H -0.8312 5.4047 2.1018
H -0.3088 -2.5809 3.2056
H -2.5371 -6.4105 -0.9440
H 4.3838 -0.9303 3.4671
H -3.6905 0.1187 3.5968
H 0.8437 -7.9407 1.1765
H -1.3417 2.6586 -3.6768
H 4.0228 1.3918 -3.6182
H -0.7633 4.6488 -2.5617
H 2.4492 -3.9996 -0.7479
H 1.2149 -3.4422 -1.8322
H -1.9622 4.6018 -0.3929
H 1.8378 0.9835 -2.5535
H -6.3173 -3.4667 -3.1678
H 0.7804 4.3608 -1.7495
H 2.3812 4.0061 0.7292
H 2.1504 -5.9325 0.6148
H -3.3980 -1.0876 4.8439
H 4.3776 5.3910 0.3518
H 1.3868 -1.6148 5.3892
H -4.4317 -3.1491 -4.7548
H -1.3201 -2.6422 4.6573
H -0.7141 -3.4662 -1.9879
H 4.2129 3.0093 -5.4767
H -5.8634 -4.0200 -0.7986
```

The LUMO energy (spin up / spin down) comes out at -0.1624 / -0.2911 Ha. The charge is +2. Its multiplicity is 5. As for the HOMO energy (spin up / spin down): -11.61 / -13.05 eV.

F_max per entry: 1.97 6.25 0.55 0.54 eV/Å
Molar mass per entry: 630.56 2881.38 611.44 838.89 g/mol
DFT total energy per entry: -57108.51073 -924183.85063 -115042.90644 -101476.16640 eV